DFT (wB97M-V/def2-TZVPD) results for a cluster of 3 separate species, C39H73BIN6O6S in total in a non-equilibrium geometry.

The gap between HOMO and LUMO (alpha / beta) is 6.53 / 7.64 eV. The calculation puts the HOMO energy (alpha / beta) at -0.3606 / -0.4013 Ha. The spin multiplicity is 3. The net charge is +1.

Each line ends with the Löwdin charge.
CARTESIAN COORDINATES (ANGSTROEM)
C (-3.423, -2.555, -5.006)  -0.09
C (-3.178, -3.683, -3.980)  -0.14
B (-2.485, -3.164, -2.666)  -0.45
O (-1.229, -3.556, -2.308)  0.17
C (-3.262, -2.132, -1.728)  -0.07
C (-2.538, -0.911, -1.089)  -0.15
C (-1.114, -1.036, -0.494)  -0.11
C (-0.907, -1.765, 0.834)  -0.18
C (-1.370, -0.987, 2.076)  -0.20
C (-0.479, -1.229, 3.311)  -0.18
C (0.468, -0.035, 3.489)  -0.20
C (-0.269, 1.168, 4.102)  -0.25
C (0.169, 2.515, 3.490)  -0.43
S (-1.283, 3.497, 2.983)  1.00
C (-0.813, 3.918, 1.363)  -0.69
N (0.265, 4.479, 0.947)  0.07
N (0.174, 4.522, -0.440)  0.07
C (-0.959, 4.015, -0.737)  -0.20
O (-1.657, 3.594, 0.340)  0.00
C (-3.563, -0.458, -0.106)  -0.12
C (-3.617, 0.911, 0.464)  -0.04
C (-4.223, 1.081, 1.866)  -0.16
O (-5.414, 1.862, 1.760)  -0.04
C (-6.526, 1.275, 2.300)  -0.33
O (-7.502, 1.048, 1.661)  0.12
N (-4.417, -1.395, 0.143)  0.24
C (-4.187, -2.660, -0.606)  -0.43
N (-3.520, -3.588, 0.291)  0.14
C (-5.505, -3.210, -1.161)  -0.19
C (-6.592, -3.469, -0.091)  -0.82
C (-6.755, -4.949, 0.246)  -0.17
I (-8.455, -2.624, -0.688)  0.90
H (-3.777, -2.958, -5.955)  0.08
H (-2.521, -1.972, -5.203)  0.08
H (-4.194, -1.861, -4.661)  0.07
H (-4.156, -4.095, -3.699)  0.10
H (-2.602, -4.487, -4.443)  0.11
H (-0.673, -3.810, -3.052)  0.12
H (-3.982, -1.653, -2.404)  0.13
H (-2.439, -0.143, -1.865)  0.17
H (-0.739, -0.013, -0.363)  0.12
H (-0.480, -1.497, -1.250)  0.12
H (-1.341, -2.763, 0.816)  0.10
H (0.174, -1.917, 0.929)  0.12
H (-2.408, -1.237, 2.325)  0.10
H (-1.320, 0.082, 1.833)  0.09
H (-1.124, -1.273, 4.194)  0.11
H (0.076, -2.164, 3.239)  0.11
H (1.347, -0.303, 4.079)  0.10
H (0.804, 0.253, 2.486)  0.11
H (-1.341, 1.055, 3.907)  0.07
H (-0.152, 1.175, 5.186)  0.12
H (0.732, 3.117, 4.201)  0.08
H (0.800, 2.346, 2.620)  0.07
H (-1.363, 3.888, -1.729)  0.13
H (-2.616, 1.344, 0.440)  0.10
H (-4.214, 1.507, -0.237)  0.17
H (-4.440, 0.109, 2.322)  0.12
H (-3.502, 1.580, 2.514)  0.09
H (-6.444, 1.064, 3.378)  0.16
H (-5.178, -1.248, 0.796)  0.16
H (-3.469, -4.512, -0.117)  0.11
H (-3.951, -3.634, 1.206)  0.10
H (-5.290, -4.168, -1.644)  0.12
H (-5.883, -2.549, -1.941)  0.08
H (-6.306, -2.963, 0.835)  0.05
H (-7.617, -5.114, 0.892)  0.07
H (-5.876, -5.311, 0.791)  0.07
H (-6.874, -5.544, -0.660)  0.08
C (6.347, -0.186, 3.664)  -0.03
C (5.362, -0.161, 4.850)  -0.49
C (6.113, 0.074, 6.164)  -0.13
C (6.892, -1.145, 6.656)  -0.17
C (5.993, -2.379, 6.717)  -0.13
C (5.282, -2.671, 5.393)  -0.50
N (4.575, -1.436, 4.926)  -0.10
O (3.446, -1.274, 5.519)  -0.04
C (6.287, -3.174, 4.347)  -0.03
C (4.255, -3.781, 5.579)  -0.04
C (4.388, 0.981, 4.604)  -0.05
H (5.964, -0.795, 2.845)  0.09
H (6.488, 0.825, 3.282)  0.08
H (7.333, -0.557, 3.935)  0.07
H (5.391, 0.362, 6.935)  0.12
H (6.784, 0.926, 6.029)  0.13
H (7.759, -1.333, 6.019)  0.10
H (7.288, -0.937, 7.652)  0.12
H (6.575, -3.260, 6.997)  0.13
H (5.242, -2.236, 7.499)  0.13
H (5.813, -3.265, 3.369)  0.09
H (6.640, -4.161, 4.644)  0.09
H (7.166, -2.545, 4.243)  0.06
H (3.548, -3.554, 6.373)  0.08
H (4.777, -4.702, 5.840)  0.09
H (3.695, -3.952, 4.658)  0.09
H (3.799, 0.789, 3.705)  0.08
H (4.938, 1.912, 4.468)  0.09
H (3.705, 1.120, 5.440)  0.08
C (-0.411, 4.131, -7.189)  -0.03
C (-0.106, 3.232, -5.973)  -0.49
C (0.061, 4.080, -4.710)  -0.14
C (1.377, 4.853, -4.641)  -0.17
C (2.565, 3.920, -4.872)  -0.13
C (2.453, 3.105, -6.162)  -0.49
N (1.125, 2.411, -6.195)  -0.10
O (1.122, 1.346, -5.475)  -0.03
C (2.647, 4.009, -7.388)  -0.03
C (3.555, 2.053, -6.218)  -0.04
C (-1.296, 2.293, -5.808)  -0.05
H (-0.070, 3.668, -8.114)  0.09
H (-1.486, 4.282, -7.276)  0.08
H (0.039, 5.119, -7.113)  0.07
H (0.005, 3.419, -3.837)  0.11
H (-0.784, 4.771, -4.640)  0.13
H (1.379, 5.671, -5.366)  0.11
H (1.470, 5.318, -3.658)  0.11
H (3.496, 4.489, -4.900)  0.13
H (2.643, 3.230, -4.025)  0.13
H (2.445, 3.459, -8.308)  0.09
H (3.683, 4.346, -7.417)  0.09
H (2.028, 4.901, -7.380)  0.06
H (3.556, 1.417, -5.337)  0.08
H (4.519, 2.559, -6.275)  0.09
H (3.445, 1.420, -7.099)  0.09
H (-1.401, 1.638, -6.673)  0.09
H (-2.202, 2.894, -5.716)  0.08
H (-1.203, 1.673, -4.918)  0.07